(1)
{
  "formula": "C20H35N11S3Si2Ti",
  "method": "the ωB97M-V functional and the def2-TZVPD basis",
  "homo_lumo_gap_ev": [4.2488, 4.8351],
  "s_squared": 2.00,
  "spin_multiplicity": 3,
  "homo_energy_ha": [-0.01220, -0.03392],
  "fmax_ev_per_a": 0.36,
  "lumo_energy_ev": [3.92, 3.91],
  "total_charge": -2,
  "symbols": ["Ti", "C", "C", "S", "C", "C", "S", "C", "C", "S", "H", "H", "H", "H", "H", "H", "H", "H", "H", "H", "H", "H", "N", "C", "N", "N", "N", "N", "C", "N", "N", "N", "N", "H", "C", "Si", "C", "C", "N", "C", "C", "C", "C", "C", "C", "N", "Si", "C", "C", "C", "H", "H", "H", "H", "H", "H", "H", "H", "H", "H", "H", "H", "H", "H", "H", "H", "H", "H", "H", "H", "H", "H"],
  "xyz": [[0.4871, -0.0298, 0.0750], [-3.6012, 1.2854, 2.2176], [-4.3738, 0.8607, 0.9698], [-3.5315, -0.4585, 0.0596], [-3.4761, 0.1832, -1.6235], [-2.7561, 1.5116, -1.8873], [-1.0636, 1.7056, -1.2402], [-1.2292, 3.2621, -0.3380], [-2.2295, 3.2844, 0.8128], [-1.9319, 1.9212, 1.9607], [-4.1899, 2.0110, 2.7868], [-3.4337, 0.4181, 2.8623], [-5.3635, 0.5160, 1.2804], [-4.5294, 1.7044, 0.2972], [-3.0030, -0.6130, -2.1970], [-4.4975, 0.2850, -2.0041], [-2.6961, 1.6409, -2.9705], [-3.3444, 2.3476, -1.5020], [-0.2204, 3.4461, 0.0350], [-1.4688, 4.0605, -1.0470], [-2.1350, 4.2369, 1.3421], [-3.2500, 3.2318, 0.4363], [-1.2063, -3.2838, 0.1072], [-1.2729, -2.5411, 1.2817], [-2.0125, -2.9082, 2.3177], [-1.8055, -1.9328, 3.2245], [-1.0080, -1.0369, 2.7413], [-0.6383, -1.3955, 1.4917], [-1.1518, -2.6322, -1.1173], [-1.6804, -3.1393, -2.2224], [-1.4038, -2.2201, -3.1671], [-0.7617, -1.2258, -2.6474], [-0.5752, -1.4532, -1.3275], [-1.8612, -4.0493, 0.1061], [0.9372, 1.6130, 3.7317], [2.3379, 0.5713, 3.0436], [2.3796, -0.9485, 4.1694], [3.8568, 1.6542, 3.4260], [2.1843, 0.2177, 1.3729], [3.3111, -0.1947, 0.6648], [4.4642, -0.7124, 1.2652], [5.5941, -1.1011, 0.5459], [5.5785, -0.9905, -0.8289], [4.4287, -0.5135, -1.4612], [3.2731, -0.1206, -0.7712], [2.0832, 0.3015, -1.3714], [2.1770, 0.6391, -3.0596], [3.5740, 1.8859, -3.4289], [0.7404, 1.5126, -3.9145], [2.3952, -0.9002, -4.1454], [1.2179, 1.8948, 4.7541], [-0.0037, 1.0654, 3.7676], [0.7922, 2.5343, 3.1618], [2.5508, -0.6681, 5.2144], [3.1397, -1.6763, 3.8778], [1.4040, -1.4389, 4.1048], [4.0411, 1.6703, 4.5063], [3.6374, 2.6804, 3.1137], [4.7708, 1.3396, 2.9224], [4.4831, -0.8315, 2.3417], [6.4602, -1.4947, 1.0681], [6.4344, -1.2892, -1.4256], [4.4410, -0.4777, -2.5413], [3.1844, 2.8924, -3.2439], [3.8698, 1.8374, -4.4834], [4.4639, 1.7518, -2.8138], [0.5567, 2.5137, -3.5222], [-0.1801, 0.9307, -3.8916], [1.0657, 1.6109, -4.9592], [3.0798, -1.6358, -3.7215], [2.7463, -0.6348, -5.1491], [1.4145, -1.3737, -4.2396]],
  "atomic_forces_ev_per_a": [[0.327, 0.057, -0.139], [-0.053, -0.088, -0.007], [0.055, -0.008, 0.033], [0.008, -0.012, -0.008], [-0.040, 0.181, -0.045], [-0.081, -0.108, 0.071], [-0.037, -0.006, 0.080], [-0.052, 0.016, -0.063], [0.053, 0.055, 0.087], [-0.025, 0.029, 0.059], [-0.015, 0.005, -0.016], [0.006, -0.002, -0.023], [-0.005, -0.003, -0.004], [-0.029, 0.006, -0.019], [0.021, -0.009, 0.032], [0.011, -0.005, -0.027], [0.006, -0.024, -0.007], [0.020, -0.027, 0.012], [0.028, -0.014, 0.008], [0.027, 0.008, 0.005], [-0.014, 0.012, -0.035], [-0.009, -0.012, -0.012], [0.008, 0.029, 0.050], [-0.135, 0.027, 0.009], [0.146, -0.052, 0.086], [-0.065, 0.041, -0.087], [-0.011, -0.044, 0.015], [0.010, 0.072, 0.050], [-0.051, 0.036, -0.024], [0.022, -0.027, -0.035], [-0.015, 0.037, 0.015], [0.046, -0.041, -0.004], [-0.030, -0.061, -0.087], [-0.012, -0.021, -0.015], [0.011, -0.009, 0.016], [-0.027, 0.031, -0.021], [-0.001, -0.034, -0.016], [0.013, 0.003, 0.004], [-0.023, 0.002, 0.034], [-0.053, 0.009, -0.017], [0.017, -0.009, 0.046], [0.004, 0.004, -0.033], [-0.019, 0.008, 0.026], [0.012, -0.033, 0.023], [-0.039, -0.035, 0.044], [0.034, -0.031, -0.032], [-0.033, 0.031, -0.007], [0.024, 0.010, -0.021], [0.013, -0.003, -0.017], [-0.005, -0.013, 0.018], [-0.022, 0.002, -0.008], [0.049, 0.005, -0.009], [-0.014, -0.005, -0.011], [0.002, 0.007, -0.008], [-0.002, 0.006, 0.012], [0.015, 0.003, -0.001], [-0.001, 0.003, -0.014], [0.013, -0.010, -0.010], [-0.020, 0.009, 0.012], [-0.019, 0.000, -0.013], [-0.001, -0.001, 0.002], [0.001, -0.002, 0.000], [-0.011, 0.003, -0.007], [0.017, -0.003, 0.005], [0.000, 0.002, 0.017], [-0.021, 0.003, -0.007], [-0.020, -0.007, 0.003], [0.019, 0.009, 0.016], [-0.023, 0.003, 0.017], [-0.008, -0.002, -0.006], [-0.003, 0.008, 0.012], [0.009, -0.008, -0.003]]
}



(2)
{
  "formula": "C20H35N3O5S",
  "method": "the ωB97M-V functional and the def2-TZVPD basis",
  "homo_lumo_gap_ev": 9.8255,
  "e_above_lowest_kcal_mol": 0.2,
  "homo_energy_ha": -0.34464,
  "fmax_ev_per_a": 0.04,
  "smiles": "CC1(C)CCC[C@@H](C(=O)NC[C@@H]2CC[C@]3(CO2)C[C@H](NC(=O)CS(N)(=O)=O)C3)C1",
  "lumo_energy_ev": 0.45,
  "symbols": ["C", "C", "C", "C", "C", "C", "C", "C", "O", "N", "C", "C", "C", "C", "C", "C", "O", "C", "C", "N", "C", "O", "C", "S", "N", "O", "O", "C", "C", "H", "H", "H", "H", "H", "H", "H", "H", "H", "H", "H", "H", "H", "H", "H", "H", "H", "H", "H", "H", "H", "H", "H", "H", "H", "H", "H", "H", "H", "H", "H", "H", "H", "H", "H"],
  "xyz": [[-4.5458, 2.4824, 3.4829], [-3.9668, 3.4786, 2.4797], [-5.0508, 4.5028, 2.1348], [-2.7427, 4.1662, 3.1017], [-1.9657, 5.0308, 2.1127], [-1.5544, 4.2303, 0.8819], [-2.7755, 3.5806, 0.2171], [-2.3171, 2.8897, -1.0585], [-1.8522, 3.5364, -1.9840], [-2.4385, 1.5374, -1.1165], [-1.8216, 0.7914, -2.1925], [-0.3528, 0.5249, -1.9302], [0.3250, -0.2109, -3.0748], [1.7644, -0.5542, -2.6998], [1.7985, -1.3002, -1.3768], [1.0452, -0.4904, -0.3311], [-0.2887, -0.2419, -0.7298], [1.3403, -2.7810, -1.3905], [2.5242, -3.1096, -0.4543], [3.2894, -4.3073, -0.6912], [3.2437, -5.3747, 0.1347], [2.5768, -5.4331, 1.1488], [4.0702, -6.5882, -0.2894], [5.7164, -6.2720, -0.8705], [6.4004, -5.4326, 0.3604], [6.3785, -7.5361, -0.9717], [5.6247, -5.3874, -2.0029], [3.1733, -1.7708, -0.8509], [-3.5214, 2.7092, 1.2247], [-3.8054, 1.7267, 3.7555], [-4.8608, 2.9906, 4.3970], [-5.4163, 1.9696, 3.0669], [-4.7071, 5.2647, 1.4359], [-5.9161, 4.0077, 1.6876], [-5.3882, 5.0134, 3.0396], [-3.0614, 4.7607, 3.9632], [-2.0730, 3.3887, 3.4886], [-2.5728, 5.8857, 1.8002], [-1.0813, 5.4452, 2.6015], [-1.0436, 4.8606, 0.1543], [-0.8561, 3.4371, 1.1784], [-3.4314, 4.3836, -0.1322], [-2.6476, 1.0381, -0.2701], [-2.3445, -0.1599, -2.3073], [-1.9292, 1.3668, -3.1105], [0.1542, 1.4868, -1.7611], [-0.2356, -1.1288, -3.2821], [0.2924, 0.4060, -3.9754], [2.2401, -1.1530, -3.4809], [2.3469, 0.3699, -2.6047], [0.9895, -1.0220, 0.6207], [1.5691, 0.4627, -0.1612], [0.3355, -3.0031, -1.0336], [1.4848, -3.2317, -2.3754], [2.2152, -3.1284, 0.5880], [3.8738, -4.3655, -1.5134], [4.1523, -7.2525, 0.5669], [3.5775, -7.1183, -1.1070], [7.1445, -5.9443, 0.8136], [6.6402, -4.4848, 0.1070], [3.8806, -1.9013, -1.6745], [3.6490, -1.1840, -0.0633], [-2.8567, 1.9025, 1.5624], [-4.3957, 2.2405, 0.7614]],
  "atomic_forces_ev_per_a": [[0.000, 0.000, 0.006], [-0.001, -0.004, -0.009], [-0.007, 0.002, -0.001], [0.005, 0.004, 0.002], [-0.006, 0.001, -0.004], [-0.029, -0.006, 0.011], [0.032, 0.022, -0.001], [-0.008, 0.001, -0.002], [0.005, -0.002, 0.002], [0.006, 0.007, 0.001], [-0.010, 0.003, -0.004], [0.002, 0.003, -0.002], [-0.007, -0.009, 0.001], [0.003, 0.012, -0.004], [-0.008, -0.002, 0.007], [0.003, 0.005, 0.002], [0.000, -0.002, 0.000], [0.013, 0.000, -0.006], [-0.013, 0.007, 0.006], [-0.003, -0.010, -0.005], [0.008, 0.004, 0.004], [0.001, 0.004, 0.000], [-0.028, -0.005, 0.009], [0.019, -0.007, 0.006], [-0.012, -0.001, -0.001], [0.001, 0.000, -0.003], [-0.003, 0.006, -0.003], [0.009, -0.007, -0.004], [-0.004, 0.006, 0.011], [0.000, 0.000, -0.001], [0.002, 0.002, -0.001], [0.001, 0.000, -0.002], [0.002, -0.002, 0.000], [0.001, -0.001, 0.000], [0.000, -0.001, 0.000], [-0.002, 0.000, -0.001], [-0.002, -0.001, 0.001], [0.001, -0.001, 0.003], [0.003, -0.002, -0.003], [0.011, -0.007, -0.004], [0.010, 0.008, -0.004], [-0.010, -0.011, 0.000], [-0.001, -0.008, 0.000], [0.000, -0.001, 0.003], [0.003, -0.001, 0.000], [-0.001, 0.000, 0.001], [0.002, 0.000, 0.001], [0.003, 0.003, 0.001], [-0.002, -0.002, 0.000], [0.000, -0.003, 0.002], [0.002, -0.004, -0.002], [-0.002, 0.000, -0.001], [-0.001, 0.001, 0.001], [-0.001, 0.000, 0.001], [0.001, -0.002, 0.000], [-0.004, 0.001, -0.002], [0.004, -0.001, -0.002], [0.006, 0.003, -0.004], [0.003, 0.006, -0.001], [0.006, -0.002, 0.001], [-0.001, 0.003, 0.000], [0.000, 0.000, 0.001], [-0.005, -0.009, -0.004], [0.003, -0.001, 0.001]]
}



(3)
{
  "formula": "C20H36BrCl12N2O4S",
  "method": "the ωB97M-V functional and the def2-TZVPD basis",
  "homo_lumo_gap_ev": 6.6522,
  "homo_energy_ha": -0.35619,
  "fmax_ev_per_a": 5.20,
  "lumo_energy_ev": -3.04,
  "total_charge": 1,
  "symbols": ["C", "S", "O", "O", "C", "C", "Br", "C", "C", "C", "C", "C", "C", "N", "C", "C", "C", "C", "N", "C", "O", "O", "H", "H", "H", "H", "H", "H", "H", "H", "H", "H", "H", "H", "H", "H", "H", "H", "H", "H", "H", "H", "H", "H", "H", "H", "C", "Cl", "Cl", "H", "H", "C", "Cl", "Cl", "H", "H", "C", "Cl", "Cl", "H", "H", "C", "Cl", "Cl", "H", "H", "C", "Cl", "Cl", "H", "H", "C", "Cl", "Cl", "H", "H"],
  "xyz": [[0.4748, 0.2890, 4.6246], [1.0124, -0.3207, 2.9720], [1.4072, -1.7360, 3.0610], [2.1840, 0.4140, 2.4828], [-0.3962, -0.2901, 1.7495], [-1.5771, -1.1707, 2.3975], [-1.7865, -3.0294, 1.7799], [-2.9626, -0.4556, 1.9197], [-2.4562, 0.6975, 0.9657], [-2.5900, 0.5671, -0.5888], [-1.8761, -0.6951, -1.2240], [-0.8416, -0.3141, -2.3835], [0.5361, -1.0811, -2.2438], [1.7058, -0.2899, -2.6482], [2.9704, -0.8707, -2.5850], [3.9821, 0.0909, -2.9851], [3.2231, 1.3387, -3.3336], [1.8286, 1.0184, -3.1095], [-1.1290, 1.0138, 1.5801], [-0.3806, 2.2278, 1.1444], [0.7482, 1.9453, 0.3370], [1.0315, 3.1626, -0.2566], [-0.5964, 0.6066, 4.5305], [0.5229, -0.5809, 5.3336], [1.1756, 1.1063, 4.9133], [0.1049, -0.7109, 0.8405], [-1.5448, -1.2189, 3.5190], [-3.7669, -1.1372, 1.5549], [-3.3716, 0.1337, 2.7960], [-3.0756, 1.6096, 1.2256], [-2.2477, 1.4945, -1.1414], [-3.6882, 0.4826, -0.8326], [-2.6644, -1.3206, -1.7370], [-1.3795, -1.3780, -0.4911], [-0.7324, 0.7961, -2.4686], [-1.2784, -0.6553, -3.3685], [0.6705, -1.3327, -1.1511], [0.5013, -2.0598, -2.7930], [3.2538, -1.9080, -2.2874], [5.0858, -0.0145, -3.0287], [3.7025, 2.2813, -3.6766], [0.9952, 1.7344, -3.2641], [-1.3670, 1.2249, 2.5660], [-1.0922, 2.8358, 0.5111], [-0.1368, 2.8788, 2.0319], [1.9944, 3.3208, -0.1981], [-0.7263, -3.8616, -5.4650], [-1.5755, -2.5775, -4.5906], [0.8443, -3.3056, -6.0483], [-0.5765, -4.7020, -4.7946], [-1.3313, -4.1683, -6.3140], [7.4146, -1.4948, -0.8534], [5.9967, -2.5511, -0.8619], [7.6838, -0.7644, -2.4403], [7.2603, -0.7045, -0.1238], [8.2884, -2.0815, -0.5839], [-3.9248, 4.1390, -2.4253], [-4.5275, 3.5801, -0.8602], [-2.4379, 3.2963, -2.8725], [-4.6809, 3.9517, -3.1829], [-3.7200, 5.2044, -2.3632], [0.5526, -0.1256, 8.1815], [0.4832, 0.0929, 9.9285], [-0.3113, 1.1720, 7.3356], [1.5932, -0.1192, 7.8660], [0.0940, -1.0781, 7.9267], [-2.4500, 5.7308, 1.3700], [-2.9296, 7.3745, 1.7867], [-2.4691, 4.6729, 2.7894], [-3.1437, 5.3334, 0.6377], [-1.4437, 5.7502, 0.9579], [0.0158, -6.7868, -2.3008], [-0.4254, -5.0915, -2.0383], [-0.1179, -7.2326, -4.0047], [1.0423, -6.9365, -1.9774], [-0.6510, -7.4170, -1.7189]],
  "atomic_forces_ev_per_a": [[-0.498, -0.355, -0.683], [4.778, -2.014, -0.345], [-2.320, 1.317, 0.232], [-2.513, 0.868, 0.517], [-0.346, -1.644, 1.436], [-1.619, -0.084, -0.850], [0.810, 0.511, 0.285], [1.360, 1.308, 0.841], [-2.965, 1.020, -0.697], [0.651, -0.784, -0.265], [-0.046, -0.114, -1.329], [-0.167, -0.652, -0.423], [-0.845, 0.573, 0.818], [1.398, -0.312, -0.452], [2.838, 1.749, -0.768], [-3.256, 0.616, 0.116], [-0.845, -2.800, 1.083], [2.072, 1.113, -0.360], [1.439, -0.425, 0.692], [-0.249, 2.461, -1.109], [-0.577, -1.870, 1.191], [-0.115, 1.807, -0.922], [0.983, 0.024, 0.392], [0.047, 0.813, -0.943], [-0.726, -0.619, -0.354], [-0.708, 0.633, 0.607], [0.273, 0.045, -1.203], [1.025, 0.611, 0.056], [0.243, -0.970, -0.672], [0.674, -0.820, -0.340], [-0.300, -0.973, 1.045], [1.037, 0.263, 0.685], [0.755, 0.520, 0.816], [-0.528, 0.672, -0.478], [0.194, -0.973, 0.333], [0.466, 0.789, 1.225], [0.002, 0.144, -0.966], [0.094, 1.005, 0.353], [-1.073, 1.005, -0.179], [-1.191, -0.188, 0.093], [-0.857, -0.860, 0.283], [0.572, -1.035, 0.252], [-0.081, 0.183, -0.537], [0.512, -0.650, 0.674], [0.010, -0.958, -0.613], [-0.261, -0.785, 0.334], [0.063, -0.280, -0.225], [-0.216, -0.332, -0.181], [-0.028, -0.052, 0.051], [0.011, 0.183, 0.025], [0.037, 0.172, 0.048], [0.103, 0.058, 0.124], [0.011, -0.040, 0.094], [0.126, 0.020, 0.046], [-0.093, -0.045, -0.134], [-0.107, -0.017, -0.130], [0.000, 0.186, -0.251], [-0.158, -0.001, 0.144], [0.047, 0.183, -0.195], [0.067, -0.112, 0.118], [0.042, -0.119, 0.074], [0.171, -0.241, 0.209], [0.035, -0.068, -0.128], [-0.164, 0.182, 0.277], [-0.086, 0.131, 0.049], [-0.078, 0.132, 0.058], [0.083, 0.313, -0.358], [0.041, -0.116, -0.062], [0.028, -0.303, 0.123], [-0.068, 0.000, 0.125], [-0.032, 0.015, 0.166], [0.099, -0.220, 0.122], [-0.010, 0.056, 0.109], [0.029, -0.086, 0.058], [-0.064, 0.115, -0.113], [-0.037, 0.123, -0.115]]
}